The following is a DFT calculation (the ωB97M-V functional and the def2-TZVPD basis) of the molecule C3H2N2O3 in a non-equilibrium geometry.

The SMILES is O=C1N=COC=NO1. The highest occupied orbital energy comes out at -10.94 eV. For the frontier orbital gap, the calculation gives 10.5 eV. As for the total charge: 0.

Positions of all 10 atoms, in Å:
1 C -0.746 -0.023 -1.127
2 C -0.299 0.167 1.475
3 C 1.345 -0.236 -0.447
4 H -0.574 -0.173 2.587
5 H 2.411 -0.336 -0.589
6 N -1.164 0.998 1.047
7 N 0.727 0.107 -1.603
8 O -1.492 -0.734 -1.868
9 O -0.989 1.097 -0.369
10 O 0.780 -0.866 0.894